(1)
Entry from the Open Molecules 2025 dataset: 5 unconnected molecules or ions with the total composition C11H34N8O5 in a non-equilibrium geometry (wB97M-V/def2-TZVPD).

The geometry in XYZ format:
```
58
Properties=species:S:1:pos:R:3:forces:R:3
C 0.1984 0.1087 3.9983 0.068 -0.781 -3.206
O 0.1285 1.0783 3.2928 0.184 2.113 -0.762
N 0.4516 -1.1071 3.5379 0.838 -2.043 -1.780
N -0.0436 0.0001 5.2431 -1.435 0.994 6.986
H 0.6477 -1.1754 2.5494 -0.065 -0.614 -0.105
H 0.4363 -1.8892 4.1769 0.229 0.007 -0.795
H -0.2449 0.7934 5.8349 -0.035 -0.140 -0.340
H -0.1681 -0.9156 5.6505 0.071 0.542 0.101
C 0.9086 -0.9462 -0.1149 2.377 0.351 2.174
O 0.7370 -1.7798 0.7687 -1.353 -1.782 0.517
N 0.1231 -0.1332 -0.6978 -5.750 0.968 -1.419
N 2.0956 -0.5100 -0.4074 4.128 -0.332 -0.644
H -0.8613 -0.2177 -0.4880 -0.043 0.821 -0.455
H 0.5173 0.6719 -1.1631 -0.901 -0.038 -0.297
H 2.0079 0.2176 -1.1023 2.190 -0.014 0.066
H 2.8879 -0.8468 0.1208 0.085 0.438 -0.624
C 0.8164 -5.1893 1.6830 -0.053 1.805 -1.493
O 0.5540 -6.1984 2.2118 -0.958 -4.832 2.584
N 0.7436 -4.9953 0.3790 -0.038 0.020 -2.735
N 1.1774 -4.0903 2.2933 1.397 3.319 3.124
H 0.9086 -4.0502 0.0633 -0.306 -0.366 -0.633
H 0.3621 -5.7464 -0.1781 0.102 0.558 -0.071
H 1.2230 -3.1817 1.8546 -0.009 -0.236 -0.329
H 1.2946 -4.0736 3.2964 -0.110 -0.451 -0.316
C 2.7844 4.2583 -2.9539 0.612 0.330 0.908
C 1.6262 3.8099 -3.7708 -0.985 -1.046 0.128
C 0.7461 2.7518 -3.0890 0.767 -0.318 -0.687
O 1.4857 1.5472 -2.8172 0.289 0.391 0.850
C 1.7173 0.7108 -3.9457 -1.101 0.576 -0.539
N 0.8199 4.9545 -4.1109 0.263 1.111 0.187
H 2.4669 4.6938 -2.0064 -0.237 0.079 0.046
H 3.2995 5.0518 -3.4953 0.263 -0.039 -0.047
H 3.4830 3.4638 -2.6919 0.076 -0.141 -0.314
H 2.0215 3.4322 -4.7137 0.058 -0.745 0.088
H -0.1072 2.5290 -3.7297 -0.108 -0.201 -0.303
H 0.3078 3.1287 -2.1649 0.378 -0.023 0.277
H 1.9513 1.2819 -4.8441 0.372 0.202 0.035
H 0.7498 0.2688 -4.1836 0.089 -0.690 -0.080
H 2.5066 -0.0202 -3.7702 -0.134 0.050 0.359
H 1.3125 5.2920 -4.9255 -0.642 0.777 -0.365
H -0.1532 4.7938 -4.3289 0.049 -0.407 -0.249
C -3.4005 -2.0778 2.3642 -1.182 -0.365 -0.926
C -3.1630 -1.3951 1.0014 -1.779 0.435 1.359
C -2.5872 -0.0401 1.3165 0.782 0.324 -0.516
O -2.4156 0.6643 0.0974 -0.263 0.254 -0.985
C -1.9423 1.9991 0.2078 0.240 -0.174 1.770
N -2.3043 -2.2307 0.2366 0.948 0.092 -0.099
H -3.8761 -3.0342 2.1471 0.295 -0.292 0.142
H -4.1192 -1.5721 3.0090 0.247 0.378 0.043
H -2.4508 -2.2402 2.8739 -0.002 0.052 0.044
H -4.0212 -1.2774 0.3398 -0.767 0.150 0.663
H -1.6248 -0.3089 1.7519 0.491 0.599 0.316
H -3.1292 0.6024 2.0104 -0.338 -0.244 0.192
H -2.4584 2.4670 1.0461 -0.625 0.423 -0.193
H -2.0195 2.6034 -0.6961 -0.209 -0.559 -0.103
H -0.9327 2.0164 0.6184 0.528 -0.157 -0.475
H -1.5227 -2.3734 0.8602 0.770 -0.535 -0.229
H -1.9522 -1.5748 -0.4459 0.236 -0.590 -0.842
```
Positions in Å, forces in eV/Å.

As for the multiplicity: 2. Its orbital gap (alpha / beta) is 1.530 / 8.786 eV. The HOMO energy (alpha / beta) is 0.7751 / -6.5684 eV. Its total charge is -1. The calculation puts the molecular weight at 358.44 g mol⁻¹.

---

(2)
Entry from the Open Molecules 2025 dataset: 6 unconnected molecules or ions with the total composition C11H34O11 in a non-equilibrium geometry (wB97M-V/def2-TZVPD).

The geometry in XYZ format:
```
56
Properties=species:S:1:pos:R:3:forces:R:3
O 6.9275 2.7409 -6.3748 0.080 -0.707 -0.309
C 7.7022 3.7976 -6.9255 -0.128 -0.337 -0.625
C 9.1462 3.3117 -7.1476 0.380 -0.397 0.444
O 10.0385 4.3634 -7.4394 0.153 1.031 0.853
H 6.0059 2.9702 -6.5150 -0.061 -0.128 0.060
H 7.3568 4.0631 -7.9247 -0.401 0.249 -0.068
H 7.4979 4.6166 -6.2359 1.166 0.561 -0.252
H 9.2638 2.5199 -7.8874 -0.793 0.082 -0.408
H 9.4781 2.7887 -6.2506 0.150 0.351 0.412
H 10.4387 4.4405 -8.3085 -0.552 -0.705 -0.092
O -6.3493 -2.8195 -0.5784 -1.061 0.129 -1.415
C -7.2464 -3.2935 0.4203 2.021 -0.479 0.931
C -6.5972 -4.5350 1.0585 -1.038 2.026 0.700
O -6.5444 -5.6086 0.2575 -0.385 -2.737 -1.994
H -5.4986 -2.4667 -0.3075 -0.292 -0.092 0.800
H -7.3981 -2.5813 1.2315 -0.042 0.381 -0.054
H -8.2239 -3.5643 0.0213 0.278 0.164 -0.557
H -7.2979 -4.7778 1.8573 0.605 -0.239 0.669
H -5.5609 -4.3276 1.3250 -0.095 0.665 1.006
H -6.0101 -5.4381 -0.5216 0.021 0.190 -0.086
O -0.0377 -7.6800 6.0809 -1.718 0.575 0.658
C -1.4678 -7.3804 6.4001 0.952 -0.091 -1.563
C -1.5574 -5.8927 6.7086 -1.370 -0.969 0.662
O -0.9288 -5.5818 7.9206 0.582 0.496 -0.032
H 0.0716 -8.4885 5.5749 -0.378 -0.093 0.049
H -2.1517 -7.5710 5.5730 0.438 0.146 -0.882
H -1.9370 -8.0620 7.1096 0.798 0.287 0.960
H -2.6110 -5.6774 6.8868 -0.246 -0.107 0.034
H -1.3222 -5.2427 5.8658 0.704 -0.189 -0.095
H 0.0146 -5.6421 7.7535 0.236 -0.055 0.208
O 0.9562 1.3756 -1.6431 0.958 1.050 -0.149
C 1.1672 0.1151 -1.1147 -1.860 -2.730 0.605
C 0.3707 -0.0919 0.1911 -0.736 2.041 -0.765
O -1.0963 0.1471 -0.0243 1.580 -1.285 0.522
H 0.0954 1.7086 -1.3790 0.037 -0.129 -0.061
H 0.7800 -0.6305 -1.8092 -0.031 -0.186 -0.381
H 2.1869 -0.2185 -0.9221 0.389 0.991 -0.102
H 0.8166 0.6865 0.8103 -0.522 0.179 0.652
H 0.5035 -1.0344 0.7222 -0.308 -0.086 -0.536
H -1.3447 1.0256 -0.3212 0.477 0.167 0.218
O -6.5849 6.2469 2.1562 0.357 0.760 1.657
C -6.0416 5.4965 1.1384 0.285 -0.342 -2.658
C -4.5811 5.8360 0.7624 0.173 0.611 -0.483
O -4.0430 5.0384 -0.3701 0.024 0.035 2.463
H -7.3900 5.8292 2.4707 0.061 -0.008 -0.020
H -6.1574 4.4189 1.2543 0.195 -0.120 0.275
H -6.6109 5.7824 0.2540 -0.122 -0.426 -0.602
H -3.9476 5.8453 1.6494 0.471 -1.628 -0.064
H -4.4212 6.9042 0.6163 -0.811 0.304 -1.004
H -4.3327 5.2113 -1.2689 -0.620 0.799 0.430
C 7.4878 1.9953 -0.0804 -0.453 0.984 -2.143
O 7.4393 0.9941 -1.1137 0.102 -0.434 0.861
H 6.5291 2.5050 0.0162 -0.672 -0.853 0.957
H 7.9495 1.6039 0.8261 -0.253 0.114 -0.286
H 7.9717 2.8695 -0.5160 1.282 -0.051 0.455
H 7.0961 1.3584 -1.9330 -0.009 0.238 0.142
```
Positions in Å, forces in eV/Å.

The energy above the lowest of the compared OMol25 structures with the same formula, charge and spin comes out at 320.4 kJ/mol. As for the structure (SMILES): OCCO.OCCO.OCCO.OCCO.OCCO.CO. Its orbital gap is 10.118 eV. The HOMO energy is -9.8049 eV. The calculation puts the molecular weight at 342.38 g mol⁻¹.

---

(3)
Entry from the Open Molecules 2025 dataset: 6 unconnected molecules or ions with the total composition C11H34O6 in a non-equilibrium geometry (wB97M-V/def2-TZVPD).

The geometry in XYZ format:
```
51
Properties=species:S:1:pos:R:3:forces:R:3
C -1.4628 -1.1680 -3.3920 0.498 -1.151 -0.725
C -1.2878 -2.7110 -3.4293 -1.277 -0.103 1.766
O -2.3844 -3.2517 -4.2296 1.039 0.367 0.030
H -1.1605 -0.7889 -4.3682 -0.391 0.368 -0.013
H -0.9099 -0.6180 -2.6305 0.269 -0.476 0.085
H -2.5245 -1.0271 -3.1896 0.044 0.247 -0.305
H -1.3930 -3.0496 -2.3986 -0.575 0.042 0.316
H -0.3261 -3.1980 -3.5912 0.222 0.621 -1.274
H -2.8377 -3.9433 -3.7419 0.198 0.025 0.103
C 0.2638 4.2339 4.0160 -0.458 -0.207 0.270
C -0.4195 3.9386 2.6972 -0.773 -0.254 -0.113
O 0.5137 3.3339 1.7948 -0.013 -0.021 0.128
H 0.6432 3.2727 4.3627 0.771 0.149 -0.200
H -0.3860 4.4818 4.8552 -0.466 0.474 -0.371
H 1.0065 5.0260 3.9198 0.254 -0.279 0.115
H -0.9143 4.7408 2.1498 0.255 0.579 0.387
H -1.2408 3.2395 2.8549 0.235 -0.377 -0.026
H 1.1751 4.0092 1.6269 0.219 -0.098 -0.219
C -3.8700 2.4275 -2.1981 0.597 -0.554 0.953
C -2.8806 1.6692 -1.2789 0.191 -0.194 -1.366
O -1.9162 2.5509 -0.7630 -0.225 0.662 0.615
H -4.3242 3.2505 -1.6463 -0.089 -0.054 0.069
H -4.6465 1.7276 -2.5068 -0.033 0.147 -0.200
H -3.3581 2.8601 -3.0577 0.011 -0.197 -0.013
H -2.2887 0.9430 -1.8360 -0.420 -0.250 -0.626
H -3.3599 1.0465 -0.5235 -0.479 0.424 0.418
H -1.2930 1.9833 -0.3037 0.493 0.021 0.224
C -2.2076 -3.1959 0.8930 -0.358 1.176 0.109
C -1.6086 -1.7894 0.5406 0.926 -1.463 -0.202
O -0.3527 -2.0334 -0.1608 -0.531 -0.050 0.341
H -2.9073 -3.2093 1.7287 -0.115 0.646 0.138
H -1.4668 -3.9275 1.2153 0.262 0.116 -0.651
H -2.8275 -3.4921 0.0467 0.441 -0.555 -0.115
H -1.3518 -1.1565 1.3901 -0.470 -0.103 0.159
H -2.2447 -1.2634 -0.1713 -0.364 0.123 0.311
H 0.1541 -1.2291 -0.0271 0.011 -0.029 0.049
C 4.8627 -1.3002 0.9508 0.932 0.040 0.986
C 5.5742 -2.6353 1.3308 -0.049 0.051 -0.267
O 6.7396 -2.5207 2.1786 -0.350 1.418 -0.229
H 4.9183 -0.6425 1.8183 -0.040 0.212 -0.013
H 3.8070 -1.3902 0.6949 0.051 -0.604 0.133
H 5.3256 -0.7950 0.1031 0.275 -0.072 0.114
H 5.8828 -3.0430 0.3681 -0.171 -0.690 0.147
H 4.8885 -3.2623 1.9007 -0.297 -0.218 -0.541
H 7.2572 -3.3283 2.2153 -0.361 -0.152 -0.332
C 1.4170 0.7159 -0.2814 -0.730 0.048 0.084
O 0.2449 0.8474 0.5528 0.616 -0.391 -0.639
H 1.5695 1.6293 -0.8564 0.083 -0.023 -0.108
H 2.3127 0.4896 0.2970 -0.018 -0.015 0.095
H 1.2036 -0.1054 -0.9656 0.279 0.124 -0.169
H 0.3915 1.6581 1.0456 -0.119 0.500 0.570
```
Positions in Å, forces in eV/Å.

The energy above the lowest of the compared OMol25 structures with the same formula, charge and spin comes out at 281.1 kJ/mol. As for the structure (SMILES): CCO.CCO.CCO.CCO.CCO.CO. Its orbital gap is 10.197 eV. The HOMO energy is -9.6995 eV. The calculation puts the molecular weight at 262.39 g mol⁻¹.

---

It is found that the E values, taken in the order of the records, are -34115.7662 -34474.5359 -24240.6331 eV.